[1]
Entry from the OMol25 dataset: a cluster of 3 separate species, C25H50IN3O7 in total at a distorted geometry (ωB97M-V with the def2-TZVPD basis set).

Cartesian coordinates (Å):
C -5.457326 2.153509 -3.365604
C -5.470635 2.132668 -1.878234
C -5.286826 3.409578 -0.871564
C -3.739059 3.811583 -0.516191
C -3.927373 4.452837 1.017406
O -4.547255 5.574292 1.396793
O -3.302336 3.495549 1.988350
C -3.149185 2.217527 1.276598
C -2.253463 1.005988 1.980352
C -2.021215 -0.123455 0.808543
C -1.676443 -1.629225 1.361258
I -1.239699 -2.840578 -0.461953
C -2.620020 2.654443 -0.217762
N -1.151614 2.916276 -0.454240
C -0.628380 4.121261 0.289812
C -0.771811 2.906039 -1.916938
C -0.660836 4.210255 -2.907565
O -0.517175 1.682500 -2.459278
H -5.147060 1.132061 -3.899640
H -5.795721 3.086105 -3.993738
H -5.612266 1.065206 -1.365958
H -5.903487 3.159060 0.119284
H -5.833864 4.329022 -1.366731
H -3.406467 4.571631 -1.373941
H -4.253804 1.772383 1.351189
H -1.192400 1.386199 2.326180
H -2.820136 0.587244 2.921745
H -1.151789 0.286844 0.100978
H -3.014895 -0.117520 0.148894
H -2.610571 -2.112210 1.875306
H -0.706407 -1.608270 2.017763
H -2.836741 1.808196 -1.030743
H -1.305188 5.074906 0.241275
H 0.457189 4.342133 -0.153955
H -0.424828 3.773964 1.411785
H -0.871902 3.840701 -4.018629
H -1.461407 4.992594 -2.554759
H 0.444701 4.600990 -2.876662
C 1.306406 -9.759849 1.844401
O -0.074564 -9.851882 2.167976
C -0.309948 -9.863303 3.581675
C -1.106098 -8.613891 3.988115
N -0.281237 -7.406342 3.869963
C -1.042994 -6.164087 4.034009
C -2.074927 -5.827074 2.938782
O -1.488370 -5.539410 1.667953
C -1.296039 -6.678574 0.840333
H 1.407260 -9.823242 0.757436
H 1.716359 -8.801211 2.173834
H 1.865880 -10.584791 2.295426
H 0.619458 -9.950730 4.157780
H -0.915582 -10.751037 3.794667
H -1.443077 -8.722657 5.024524
H -1.985819 -8.549512 3.340349
H 0.163267 -7.396940 2.953002
H -0.307617 -5.348711 4.065834
H -1.541538 -6.174159 5.009599
H -2.581148 -4.904571 3.246620
H -2.860422 -6.584470 2.851657
H -2.062855 -7.442587 0.994327
H -0.301984 -7.098225 1.002338
H -1.343929 -6.349702 -0.202302
C 3.210988 2.627712 -3.916098
O 2.977462 3.728730 -3.048071
C 2.915729 3.340671 -1.669783
C 4.072783 3.987537 -0.893338
N 5.357605 3.391268 -1.275735
C 6.515588 4.109316 -0.733641
C 6.770589 5.531822 -1.271635
O 7.138936 5.564878 -2.651865
C 6.040347 5.650186 -3.549341
H 3.178766 2.992523 -4.946418
H 4.198750 2.195775 -3.733529
H 2.436488 1.865072 -3.791609
H 2.908984 2.250961 -1.543989
H 1.968833 3.724845 -1.274778
H 3.911479 3.843228 0.180294
H 4.062859 5.060952 -1.106262
H 5.428311 3.379900 -2.292278
H 7.398524 3.498447 -0.965788
H 6.437774 4.144517 0.358663
H 7.632770 5.932533 -0.725643
H 5.941480 6.216039 -1.065068
H 5.201845 6.214775 -3.132698
H 5.717380 4.650881 -3.845282
H 6.382945 6.162100 -4.453834

Force components x, y, z for each atom (eV/Å):
C -0.129 -0.618 3.944
C 0.349 -0.225 -3.210
C -1.749 -1.083 -0.537
C 0.098 1.275 0.813
C -1.596 4.045 1.773
O 4.239 -7.514 -2.302
O -1.300 1.666 -2.515
C 0.210 -1.464 0.023
C 0.556 0.637 -0.053
C -0.279 0.625 -0.370
C -0.365 1.361 0.007
I -0.208 0.652 1.038
C -2.658 -2.031 -1.930
N -0.718 2.022 -0.870
C 1.601 -0.032 0.549
C 0.873 -6.025 -2.759
C -0.106 -0.834 0.483
O -1.712 7.499 3.356
H -1.356 2.450 1.135
H 1.363 -1.820 1.379
H 0.996 2.414 -1.169
H 1.476 0.572 -2.104
H 1.366 -1.664 1.109
H -0.579 -1.390 2.326
H 2.315 0.726 -1.178
H -2.172 -0.608 -0.613
H 1.040 0.833 -1.919
H -1.915 -1.089 1.564
H 2.146 -0.431 1.382
H 2.053 0.880 -0.892
H -2.059 -0.254 -1.251
H 0.245 1.582 2.043
H 1.271 -1.736 0.134
H -2.519 -0.191 0.996
H -0.718 0.985 -2.393
H 0.381 0.690 2.651
H 1.812 -1.302 -0.784
H -2.196 -0.536 0.045
C -0.301 -0.011 -0.189
O 0.449 0.061 0.343
C -0.699 0.210 -0.105
C 0.700 -0.074 -0.294
N -0.265 -0.131 0.013
C 0.280 0.044 -0.429
C 0.284 0.458 0.203
O -0.396 -0.526 0.447
C 0.157 0.413 -0.191
H -0.120 -0.012 0.151
H 0.178 -0.049 0.074
H 0.079 0.077 0.016
H -0.042 0.172 -0.180
H 0.033 0.061 0.033
H 0.031 0.055 -0.054
H -0.172 -0.233 0.030
H -0.143 -0.016 0.285
H -0.217 -0.054 -0.035
H -0.028 -0.091 -0.074
H 0.064 -0.035 -0.041
H 0.114 -0.142 -0.108
H 0.063 -0.002 0.106
H -0.034 -0.263 -0.035
H -0.038 0.064 0.144
C -0.083 0.172 -0.128
O 0.012 -0.402 0.223
C 0.287 0.584 0.159
C 0.000 -0.498 -0.571
N -0.202 0.233 0.106
C 0.094 -0.062 -0.505
C 0.525 -0.303 0.163
O -0.511 0.168 0.406
C 0.430 -0.032 -0.214
H -0.019 0.055 0.184
H -0.028 -0.162 -0.004
H 0.076 -0.042 -0.001
H 0.109 0.148 -0.135
H 0.100 -0.074 0.017
H 0.057 -0.004 -0.050
H -0.243 0.146 0.091
H -0.040 -0.006 0.319
H -0.085 0.210 0.063
H -0.088 0.051 -0.066
H -0.050 -0.053 -0.087
H -0.132 -0.067 -0.167
H -0.002 -0.101 0.066
H -0.272 0.024 -0.033
H 0.027 -0.026 0.154

Properties
- Maximum force: 8.93 eV/A
- Calculated total energy: -53627.7401 eV
- Total charge: 0

Per-atom Mulliken charges, elementary charge units: -0.65, -0.18, -0.68, 0.54, 0.17, -0.62, -0.41, -0.17, -0.64, -0.10, -1.05, -0.07, -0.33, 0.44, -0.73, 0.40, -0.78, -0.60, 0.22, 0.25, 0.23, 0.28, 0.42, -0.02, 0.19, 0.23, 0.34, 0.24, 0.19, 0.39, 0.42, 0.51, 0.28, 0.24, 0.23, 0.30, 0.28, 0.16, -0.73, -0.34, -0.79, -0.22, -0.35, -0.72, -0.49, -0.21, -0.67, 0.24, 0.32, 0.34, 0.40, 0.38, 0.38, 0.20, 0.10, 0.38, 0.41, 0.30, 0.34, 0.29, 0.24, 0.24, -0.74, -0.36, 0.46, -0.31, -0.34, -0.68, -0.47, -0.42, -0.55, 0.24, 0.36, 0.29, 0.53, -0.88, 0.41, 0.19, 0.10, 0.36, 0.40, 0.36, 0.33, 0.28, 0.18, 0.31



[2]
Entry from the OMol25 dataset: a structure of composition C23H33Cl2LuN4O4 at a distorted geometry (ωB97M-V with the def2-TZVPD basis set).

Cartesian coordinates (Å):
O 0.400917 -0.089763 -4.176813
C 0.731844 -1.224944 -3.791500
C -0.046380 -2.436189 -3.630807
C -1.276871 -2.681549 -2.972624
H -1.579082 -2.156558 -2.058446
C -2.081853 -3.663854 -3.549475
H -3.096661 -3.827993 -3.186837
C -1.629513 -4.426267 -4.635692
H -2.291072 -5.130027 -5.142732
C -0.330231 -4.263824 -5.142087
H 0.050629 -4.818358 -6.003071
C 0.502807 -3.326961 -4.560838
H 1.522400 -3.122299 -4.916317
H 1.684742 -1.335912 -3.213107
C 2.946753 -1.153010 -1.083524
C 1.577702 -1.605663 -0.729275
H 3.475914 -1.987681 -1.577720
H 3.392971 -1.054856 -0.069775
H 3.054043 -0.201601 -1.643222
C 1.114448 -2.816405 -0.568332
C 2.068623 -3.894251 -0.112155
H 0.088789 -3.166070 -0.766486
H 2.217833 -4.694447 -0.865954
H 1.649329 -4.305211 0.803010
H 3.042543 -3.431460 0.137626
Lu 0.551361 -0.644610 0.793230
Cl -1.682144 -1.689381 0.779004
Cl 2.110969 -1.718313 2.469435
H -3.694894 1.194492 -3.765304
H -4.541221 1.498527 -1.475820
C -2.953316 0.509193 -3.354433
C -3.699281 0.966038 -1.022903
N -2.622114 0.889467 -1.994855
H -2.056239 0.539578 -3.970528
C -1.342899 1.087321 -1.653582
O -0.815942 0.746592 -0.579125
H -3.365920 1.513359 -0.138515
H -0.749006 1.614299 -2.415121
H -3.361088 -0.507430 -3.390696
H -4.035311 -0.030834 -0.710627
H 3.792274 4.053048 0.503247
H 2.906866 4.868495 -1.908243
C 3.903419 3.087237 -0.005842
C 3.030872 3.822324 -2.206850
N 2.901856 2.942207 -1.053714
H 3.776455 2.281485 0.716915
C 1.913664 2.056328 -0.902963
O 1.748449 1.358110 0.138218
H 2.278304 3.568973 -2.953321
H 1.260268 1.930439 -1.775637
H 4.907453 3.049953 -0.441916
H 4.025143 3.718044 -2.656381
N -2.261821 2.070658 6.820127
C -0.952416 2.010593 6.418200
O -0.006307 2.106603 7.195026
C -0.758585 1.746085 4.964175
C -1.798774 1.456879 4.068980
C -1.465465 1.007098 2.798384
N -0.184375 0.921621 2.402433
C 0.822884 1.267905 3.226323
C 0.575111 1.675527 4.528733
H -2.411217 2.333975 7.777628
H -3.021515 2.169643 6.167434
H -2.849515 1.562084 4.321096
H -2.207832 0.684614 2.076494
H 1.834049 1.149744 2.832588
H 1.418963 1.878150 5.191390

Force components x, y, z for each atom (eV/Å):
O 0.061 -2.437 0.169
C 0.672 3.385 3.185
C -0.806 -0.593 -0.794
C 0.279 0.026 -1.012
H 0.055 0.190 -0.595
C 0.187 -0.326 0.118
H 0.322 -0.058 0.139
C 0.385 0.181 -0.619
H 0.084 0.172 0.306
C -0.246 -0.596 0.188
H -0.350 -0.126 0.373
C -0.516 0.419 -0.132
H -0.503 -0.218 -0.052
H 0.253 0.112 -1.228
C 1.037 -1.360 1.640
C -0.668 1.972 -4.592
H 0.254 0.504 -0.065
H 0.705 0.410 -0.608
H -0.344 -0.617 0.323
C 1.182 -2.659 -0.111
C 0.395 -0.357 -0.768
H 0.202 0.632 0.899
H -0.071 0.168 0.445
H 0.128 -0.322 0.086
H -0.461 -0.456 -0.097
Lu -1.485 1.617 1.224
Cl -0.743 -0.548 0.269
Cl -0.015 0.312 0.221
H -0.103 0.015 -0.084
H 0.122 -0.031 -0.008
C -0.112 0.492 -0.220
C -0.008 -0.690 0.247
N -0.340 0.260 0.156
H 0.032 -0.066 0.001
C 1.084 -0.805 1.148
O -1.044 1.463 -1.270
H 0.044 -0.122 -0.143
H 0.055 -0.531 -0.262
H 0.136 0.102 0.130
H 0.042 0.169 0.017
H -0.028 -0.157 -0.071
H -0.052 -0.132 0.007
C 0.037 0.179 0.140
C -0.027 -0.154 -0.001
N 0.089 -0.099 0.237
H 0.056 0.115 -0.123
C -0.154 -1.282 1.573
O 0.591 1.213 -1.459
H 0.025 0.010 0.046
H 0.038 0.088 0.126
H -0.183 -0.069 0.011
H -0.175 -0.076 0.087
N 0.555 0.141 0.092
C -0.037 0.219 0.959
O -1.070 -0.031 -0.762
C 0.765 -0.265 -0.622
C 0.459 0.089 -0.018
C 0.746 0.404 0.255
N -0.045 0.321 0.502
C -0.834 0.035 0.080
C -0.148 -0.111 -0.189
H -0.119 0.002 0.079
H 0.185 -0.018 0.179
H 0.194 -0.198 0.045
H 0.069 0.021 0.076
H -0.305 0.100 0.167
H -0.534 -0.024 -0.036

Properties
- Maximum force: 5.04 eV/A
- Relative energy (zero: lowest compared OMol25 entry of this formula, charge and spin): 429.5 kJ/mol
- Total charge: 0

Per-atom Mulliken charges, elementary charge units: -0.61, -0.26, 0.75, 0.25, 0.69, -1.08, 0.43, -0.35, 0.37, -0.66, 0.37, -0.57, 0.42, 0.23, -1.78, 1.28, 0.48, 0.53, 0.26, -0.35, -1.63, 0.38, 0.32, 0.34, 0.37, 0.60, -0.58, -0.57, 0.35, 0.37, -0.97, -0.94, 0.29, 0.33, -0.38, -0.21, 0.21, 0.45, 0.31, 0.31, 0.34, 0.32, -1.00, -0.87, 0.27, 0.23, 0.42, -0.38, 0.26, -0.14, 0.34, 0.31, -0.32, 0.24, -0.62, 1.23, -0.74, -0.60, -0.06, -0.10, -0.75, 0.25, 0.17, 0.18, 0.39, 0.42, 0.43